{
  "formula": "C12H33N4NaO6",
  "method": "wB97M-V/def2-TZVPD",
  "relative_energy_kcal_mol": 53.8,
  "e_lumo_ev": -1.550,
  "gap_ha": 0.237,
  "homo_energy_ev": -8.01,
  "symbols": ["Na", "N", "O", "O", "O", "C", "C", "C", "O", "C", "N", "H", "H", "H", "H", "H", "H", "H", "H", "H", "H", "H", "C", "C", "C", "O", "C", "N", "H", "H", "H", "H", "H", "H", "H", "H", "H", "H", "H", "C", "C", "C", "O", "C", "N", "H", "H", "H", "H", "H", "H", "H", "H", "H", "H", "H"],
  "positions_angstrom": [[3.60, 2.41, 1.57], [0.44, 0.89, 0.08], [0.20, -0.04, 0.89], [-0.28, 1.07, -0.92], [1.44, 1.66, 0.28], [-3.58, -0.44, -1.00], [-3.94, -0.15, 0.49], [-4.18, -1.48, 1.20], [-5.43, -2.01, 0.81], [-5.78, -3.17, 1.51], [-2.91, 0.57, 1.18], [-2.50, -0.55, -1.12], [-3.98, 0.37, -1.61], [-4.05, -1.36, -1.37], [-4.91, 0.35, 0.45], [-4.21, -1.37, 2.30], [-3.38, -2.18, 0.95], [-6.60, -3.68, 1.02], [-5.99, -2.92, 2.55], [-4.96, -3.89, 1.52], [-2.21, -0.01, 1.62], [-2.58, 1.33, 0.61], [2.54, 3.95, -2.72], [1.03, 4.11, -2.82], [0.45, 3.03, -3.72], [-0.97, 3.16, -3.67], [-1.67, 1.98, -4.03], [0.38, 4.10, -1.46], [2.86, 2.91, -2.51], [3.01, 4.41, -1.84], [3.02, 4.26, -3.64], [0.80, 5.09, -3.24], [0.69, 1.99, -3.47], [0.74, 3.17, -4.77], [-1.39, 1.70, -5.06], [-2.73, 2.22, -3.96], [-1.42, 1.17, -3.34], [1.10, 3.62, -0.91], [-0.23, 3.28, -1.51], [4.78, -1.32, 3.28], [3.88, -1.31, 2.06], [2.89, -2.47, 2.04], [3.55, -3.71, 2.08], [2.72, -4.83, 1.96], [3.11, -0.05, 2.07], [5.46, -2.17, 3.33], [4.25, -1.26, 4.23], [5.41, -0.42, 3.29], [4.47, -1.46, 1.16], [2.29, -2.45, 1.11], [2.19, -2.40, 2.89], [1.98, -4.92, 2.76], [3.40, -5.69, 2.05], [2.24, -4.97, 0.99], [2.35, -0.11, 1.39], [2.61, 0.04, 2.95]],
  "nbo_charge": [0.97, 0.72, -0.53, -0.48, -0.67, -0.64, -0.06, -0.06, -0.55, -0.24, -0.86, 0.22, 0.20, 0.21, 0.18, 0.16, 0.16, 0.19, 0.16, 0.16, 0.38, 0.37, -0.62, -0.08, -0.07, -0.55, -0.25, -0.82, 0.20, 0.20, 0.21, 0.18, 0.18, 0.16, 0.16, 0.19, 0.18, 0.34, 0.38, -0.62, -0.08, -0.06, -0.55, -0.25, -0.92, 0.23, 0.20, 0.20, 0.19, 0.18, 0.16, 0.17, 0.19, 0.17, 0.42, 0.36]
}